(1)
Here is a molecular structure, C23H41NO2P2Pm at a distorted geometry from the OMol25 dataset. Energies are from the ωB97M-V functional and the def2-TZVPD basis.

The net charge is +1. Its spin multiplicity is 5. As for the frontier orbital gap (spin up / spin down): 6.824 / 6.932 eV. The calculation puts the energy above the lowest of the compared OMol25 structures with the same formula, charge and spin at 169.1 kJ/mol.

Cartesian coordinates (Å):
Pm: 1.40990 -0.42237 2.32739
C: -1.51538 -0.85279 3.84591
C: -1.17151 -1.99693 3.08162
C: 0.58810 -1.53230 4.51607
C: -0.43005 -0.55435 4.70690
C: 0.12002 -2.44087 3.50556
C: -2.81961 -0.14716 3.86013
H: -3.24995 -0.06053 2.85277
H: -2.70985 0.86944 4.26367
H: -3.57430 -0.65702 4.48729
C: -0.39194 0.50563 5.73737
H: -1.39858 0.88960 5.93720
H: 0.23596 1.36565 5.45634
H: -0.00430 0.09254 6.68428
C: 1.94986 -1.45885 5.11285
H: 1.88933 -1.50621 6.21446
H: 2.46915 -0.50338 4.87874
H: 2.59723 -2.27324 4.76866
C: 0.93753 -3.50881 2.86785
H: 0.82737 -4.48676 3.37071
H: 2.02173 -3.27651 2.88537
H: 0.66133 -3.66170 1.80985
C: -2.03226 -2.68031 2.08552
H: -2.24133 -3.72552 2.36356
H: -1.56587 -2.69717 1.09091
H: -3.00015 -2.17736 1.98910
C: -0.76177 2.14086 0.55175
C: -1.89201 1.43598 0.67836
C: -2.40041 0.29110 -0.12075
C: -1.49164 -0.32927 -1.18017
C: -0.16909 -0.91611 -0.80967
C: 1.02839 -0.25343 -0.84699
C: 1.31628 1.20956 -0.77856
C: 0.14499 2.20929 -0.63136
H: -3.29647 0.61558 -0.68118
H: -1.34563 0.39993 -2.00577
H: -2.74232 -0.47720 0.58318
H: -0.47433 2.22110 -1.55704
H: -0.48080 2.81144 1.39318
H: -2.46854 1.60051 1.58958
H: 0.62641 3.20509 -0.59855
H: 2.06563 1.41657 0.01354
H: 1.92194 -0.88067 -0.90277
H: 1.84839 1.50059 -1.70353
H: -2.07702 -1.15445 -1.63982
H: -0.13495 -2.00991 -0.68516
P: -0.35549 1.47222 -3.61780
C: -0.57034 3.25179 -3.96518
C: -1.56067 0.84097 -4.83653
P: 1.92163 -0.42661 -4.02663
C: 1.22151 1.21528 -4.50323
C: 1.23203 -1.36616 -5.47293
C: 3.53285 -0.17748 -4.89398
H: 0.27331 3.82266 -3.56326
H: -1.49521 3.61834 -3.50410
H: -0.62131 3.37536 -5.05189
H: -1.43253 1.41085 -5.76371
H: -2.57555 1.00217 -4.45327
H: -1.44583 -0.22809 -5.03373
H: 3.37361 0.06835 -5.95400
H: 4.10028 -1.11248 -4.81242
H: 4.09419 0.63215 -4.41079
H: 1.92089 2.02233 -4.23152
H: 1.01957 1.26128 -5.58411
H: 1.75417 -2.33031 -5.50670
H: 1.42988 -0.82619 -6.41085
H: 0.15927 -1.56631 -5.38489
O: 1.19430 2.83988 3.60659
N: 1.36850 1.73735 3.12464
O: 2.64150 1.32334 2.88193

(2)
Here is 2 unconnected molecules or ions with the total composition C2H8N2O at a distorted geometry from the OMol25 dataset. Energies are from the ωB97M-V functional and the def2-TZVPD basis.

The net charge is 0. As for the frontier orbital gap: 9.753 eV. As for the SMILES: [H]/N=C/NC.O. The calculation puts the energy above the lowest of the compared OMol25 structures with the same formula, charge and spin at 165.2 kJ/mol.

Cartesian coordinates (Å):
H: -0.64142 1.21594 -0.48007
N: 0.02339 0.68961 -1.02285
C: -0.03477 -0.54516 -0.72743
N: 1.02384 -1.39045 -0.67232
C: 0.98599 -2.82351 -0.55032
H: -0.92887 -0.99674 -0.30463
H: 1.80746 -1.02770 -1.19554
H: 1.75825 -3.21348 0.11322
H: 1.11361 -3.33332 -1.50966
H: 0.02265 -3.13673 -0.16719
O: -1.69812 3.48800 2.45186
H: -2.05256 3.96861 1.69818
H: -0.78534 3.70963 2.64761

(3)
Here is a molecular structure, C58H46F4N14O3P2SW at a distorted geometry from the OMol25 dataset. Energies are from the ωB97M-V functional and the def2-TZVPD basis.

The net charge is +2. Its spin multiplicity is 3. As for the frontier orbital gap (spin up / spin down): 4.820 / 3.349 eV. The calculation puts the energy above the lowest of the compared OMol25 structures with the same formula, charge and spin at 466.9 kJ/mol.

Cartesian coordinates (Å):
W: 0.20700 -0.27940 -1.08890
C: -1.26870 6.67400 0.62290
C: -1.17760 5.18630 0.58370
C: -2.26830 4.39830 0.20800
C: -2.17700 3.02630 0.15790
C: -0.99160 2.33260 0.47150
N: -0.96630 0.91940 0.39680
C: -1.99500 0.40120 1.20480
C: -2.26790 1.05120 2.42880
C: -3.31860 0.71800 3.24920
C: -4.19590 -0.30850 2.90340
C: -5.34560 -0.67070 3.78290
C: -3.92730 -0.99160 1.73210
C: -2.84840 -0.67770 0.89680
N: -2.70460 -1.55920 -0.21280
C: -3.67840 -1.72390 -1.07470
C: -2.51220 -3.63620 -2.19900
C: -1.28160 -2.90000 -1.70560
N: -0.41400 -1.60470 0.06910
C: 0.07780 3.13620 0.89830
C: -0.01320 4.52710 0.92800
N: 1.31430 2.58490 1.29310
C: 2.10560 2.92740 2.31650
C: 3.32490 2.29830 2.14670
C: 3.22740 1.58380 0.96450
N: 1.99030 1.73990 0.47920
H: -2.16060 6.98290 1.16220
H: -1.33900 7.08500 -0.38330
H: -0.39870 7.10930 1.10560
H: -3.20030 4.87940 -0.04560
H: -3.04650 2.44330 -0.11620
H: -1.61870 1.86060 2.72880
H: -3.46720 1.25280 4.17480
H: -5.88430 0.22170 4.09060
H: -4.98350 -1.15780 4.68700
H: -6.03160 -1.34700 3.28230
H: -4.55470 -1.82700 1.45670
H: -4.51480 -1.03530 -1.00500
H: -2.51880 -4.70960 -2.06820
H: -0.41540 -3.58180 -1.71130
H: 0.85840 5.09180 1.22530
H: 1.76790 3.58110 3.09670
H: 4.17930 2.36070 2.78900
H: 3.94750 0.99230 0.43480
C: 0.52980 -1.32020 2.65420
P: 1.55490 -1.31430 1.12410
C: 3.21620 -1.27510 2.02990
C: 1.72900 -3.06810 0.63710
C: 1.66260 -4.08940 1.57580
C: 1.88670 -5.40270 1.19730
C: 2.19250 -5.70420 -0.12020
C: 2.25850 -4.69430 -1.06500
C: 2.02860 -3.37270 -0.69540
P: 2.00510 -1.97350 -1.86680
C: 1.85020 -2.78250 -3.50190
C: 3.77810 -1.47910 -1.93670
H: 1.13960 -1.57340 3.51930
H: -0.28940 -2.02630 2.54630
H: 0.10400 -0.33000 2.80800
H: 3.30210 -2.17890 2.63240
H: 3.28470 -0.41450 2.69130
H: 4.06050 -1.25970 1.34470
H: 1.43510 -3.86290 2.60690
H: 1.83360 -6.19310 1.92910
H: 2.37890 -6.72490 -0.41370
H: 2.48990 -4.94940 -2.08690
H: 2.73070 -3.39980 -3.68080
H: 1.79140 -2.02260 -4.27860
H: 0.95260 -3.39720 -3.54710
H: 4.38780 -2.36890 -2.10480
H: 4.09040 -1.00410 -1.00670
H: 3.92690 -0.78410 -2.76340
O: -7.90730 -6.56000 -3.16960
S: -6.56920 -6.71120 -2.68260
O: -6.23250 -6.05280 -1.45060
O: -5.80880 -7.88640 -3.02200
C: -5.66230 -5.61110 -3.94820
N: -5.84440 -5.81400 -5.20950
C: -5.09780 -5.08500 -6.02700
C: -4.16350 -4.17570 -5.53500
C: -4.08910 -4.01420 -4.15430
N: -4.87450 -4.76670 -3.37050
C: -3.20910 -3.07000 -3.41610
C: -3.76060 -2.86320 -1.93960
C: -1.48740 -2.43350 -0.23990
N: -0.89680 -1.63680 -2.36610
C: -1.41950 -1.41150 -3.60280
C: -2.50310 -2.02250 -4.14110
H: -5.25600 -5.22140 -7.08640
H: -3.53230 -3.62480 -6.21070
H: -4.69490 -3.42090 -1.86200
H: -1.68020 -3.27850 0.44760
H: -0.91240 -0.64110 -4.18130
H: -2.85730 -1.74140 -5.11770
N: -2.86830 2.26640 -3.15890
C: -2.41720 1.11750 -2.63380
N: -1.17170 1.20220 -2.19900
C: -0.79040 2.51930 -2.43810
C: 0.37400 3.22620 -2.11560
C: 0.38250 4.58300 -2.40900
C: -0.68650 5.22780 -3.02560
C: -1.83360 4.54500 -3.37230
C: -1.86950 3.19830 -3.04400
H: -3.77780 2.43140 -3.55970
H: -3.02410 0.23010 -2.59900
H: 2.20980 3.35920 -1.06350
H: 1.25020 5.16650 -2.13770
H: -0.60350 6.28150 -3.23160
H: -2.66600 5.03770 -3.84820
F: 2.65200 2.51490 -5.64110
C: 3.42250 3.31090 -4.87990
C: 4.20890 4.26600 -5.47560
F: 4.19390 4.35840 -6.80350
C: 4.99920 5.17540 -4.71980
C: 4.94370 4.98900 -3.31380
C: 4.14710 4.03320 -2.73520
F: 4.18060 3.92090 -1.38440
C: 3.32420 3.16260 -3.48100
C: 2.42040 2.23840 -2.88630
C: 1.64420 2.59650 -1.60240
N: 1.48840 1.41660 -0.73680
C: 1.79640 1.11860 -3.29120
N: 1.10690 0.16580 -3.12360
F: 5.67530 5.75890 -2.50810
C: 5.76510 6.19460 -5.32030
C: 6.50360 7.13740 -4.58830
N: 7.10430 7.94080 -4.03070
C: 5.84150 6.37830 -6.70920
N: 5.93420 6.57440 -7.83660

(4)
Here is 2 unconnected molecules or ions with the total composition C4H12 at a distorted geometry from the OMol25 dataset. Energies are from the ωB97M-V functional and the def2-TZVPD basis.

The net charge is 0. As for the frontier orbital gap: 12.626 eV. As for the SMILES: CC.CC. The calculation puts the energy above the lowest of the compared OMol25 structures with the same formula, charge and spin at 37.6 kJ/mol.

Cartesian coordinates (Å):
C: -0.86729 -2.43586 1.17025
C: -0.05238 -1.10767 1.19867
H: -1.94210 -2.26492 1.22985
H: -0.71359 -2.89229 0.19456
H: -0.39956 -3.13513 1.86381
H: -0.59218 -0.23110 1.55905
H: 0.71600 -1.16358 1.96919
H: 0.35699 -0.92012 0.20863
C: -0.06898 2.11470 -0.70492
C: 0.93206 1.43060 -1.61016
H: -0.73250 2.72050 -1.31444
H: -0.78030 1.39525 -0.29535
H: 0.36867 2.75853 0.05659
H: 1.65696 0.82604 -1.04711
H: 1.61935 2.12505 -2.10215
H: 0.49885 0.78000 -2.37645

(5)
Here is a molecular structure, C31H48N2O6Se2SiV at a distorted geometry from the OMol25 dataset. Energies are from the ωB97M-V functional and the def2-TZVPD basis.

The net charge is +1. Its spin multiplicity is 3. As for the frontier orbital gap (spin up / spin down): 8.008 / 8.540 eV. The calculation puts the energy above the lowest of the compared OMol25 structures with the same formula, charge and spin at 156.3 kJ/mol.

Cartesian coordinates (Å):
V: 0.50881 -0.36757 0.43674
C: 1.43299 2.01343 -2.16976
Se: 1.06098 0.10169 -1.96697
C: -0.78045 0.19760 -2.65297
C: -1.75731 0.88917 -1.71300
Se: -2.33407 -0.35232 -0.29719
C: -2.84411 0.99952 1.01214
H: 1.17049 2.30329 -3.18376
H: 2.49765 2.16743 -2.01540
H: 0.87287 2.59263 -1.44179
H: -1.07854 -0.83383 -2.84316
H: -0.71476 0.72667 -3.60211
H: -2.63844 1.21590 -2.26364
H: -1.31594 1.75280 -1.21664
H: -1.97588 1.60256 1.26049
H: -3.20195 0.48122 1.89784
H: -3.63382 1.62557 0.60604
C: 2.97334 -5.92746 0.13703
C: 2.43391 -4.61141 0.68248
C: 3.34264 -3.46054 0.25772
C: 2.31502 -4.66274 2.19897
O: 1.08921 -4.48472 0.15139
Si: 0.25451 -3.40715 -0.70001
O: 0.45956 -1.86993 -0.04819
O: -1.32113 -3.73126 -0.70881
C: -2.17942 -4.45491 0.21260
C: -2.09502 -3.84201 1.61004
C: -1.75870 -5.92068 0.24886
C: -3.58455 -4.31958 -0.36191
O: 0.75424 -3.05875 -2.20310
C: 0.78534 -3.86473 -3.39926
C: -0.18714 -3.23596 -4.39089
C: 0.38414 -5.30594 -3.10062
C: 2.21042 -3.81285 -3.93787
H: 3.98248 -6.10392 0.50906
H: 2.99705 -5.90451 -0.95399
H: 2.33094 -6.74935 0.45303
H: 4.33246 -3.59752 0.69113
H: 2.93520 -2.51836 0.61545
H: 3.43373 -3.41443 -0.83054
H: 3.29814 -4.81761 2.64508
H: 1.66458 -5.48594 2.49696
H: 1.89715 -3.73475 2.58808
H: -1.05324 -3.68864 1.90305
H: -2.56622 -4.50436 2.33533
H: -2.61055 -2.88261 1.63919
H: -0.78187 -6.02815 0.71808
H: -1.69984 -6.31167 -0.76828
H: -2.48972 -6.50572 0.80621
H: -3.84487 -3.26500 -0.45833
H: -4.30969 -4.80977 0.28754
H: -3.62650 -4.78159 -1.34884
H: -1.19893 -3.24716 -3.98058
H: -0.18231 -3.79837 -5.32430
H: 0.10470 -2.20568 -4.60332
H: -0.63549 -5.34595 -2.71293
H: 1.05395 -5.73866 -2.35349
H: 0.44032 -5.90500 -4.00824
H: 2.54298 -2.77799 -4.02782
H: 2.25663 -4.28392 -4.91954
H: 2.88839 -4.34221 -3.26587
O: 0.53823 1.54367 0.84255
C: 0.74275 1.09087 2.00837
N: 1.49441 1.60896 2.98438
C: 1.67531 0.62900 4.06439
C: 0.87321 -0.56846 3.46635
O: 0.81533 -1.67834 3.91163
N: 0.21962 -0.11504 2.32609
C: 0.96456 1.01939 5.35422
C: 0.95539 0.11969 6.41861
C: 0.25899 0.42233 7.57612
C: -0.44206 1.61649 7.68027
C: -0.44191 2.50790 6.62106
C: 0.25691 2.21010 5.45884
C: 3.15403 0.29501 4.20245
C: 3.88257 0.64044 5.33230
C: 5.24286 0.36703 5.39501
C: 5.88384 -0.24522 4.33032
C: 5.16219 -0.58211 3.19279
C: 3.80721 -0.30874 3.13060
H: 2.03086 2.45658 2.90343
H: 1.47662 -0.82393 6.32765
H: 0.25657 -0.28134 8.39797
H: -0.98710 1.85098 8.58494
H: -0.99766 3.43424 6.68485
H: 0.24680 2.91099 4.63448
H: 3.39204 1.12866 6.16345
H: 5.79892 0.63734 6.28282
H: 6.94315 -0.45821 4.38302
H: 5.65885 -1.04611 2.35027
H: 3.25133 -0.57735 2.23686

(6)
Here is C4H7I in the gas phase at a distorted geometry from the OMol25 dataset. Energies are from the ωB97M-V functional and the def2-TZVPD basis.

The net charge is 0. As for the frontier orbital gap: 9.798 eV. As for the SMILES: CC1(I)CC1. The calculation puts the energy above the lowest of the compared OMol25 structures with the same formula, charge and spin at 9.9 kJ/mol.

Cartesian coordinates (Å):
C: 0.11125 -1.46467 0.06302
C: -0.45638 -0.07405 0.00448
I: -2.61381 -0.07758 -0.04387
C: 0.20533 1.05571 0.72917
C: 0.23021 0.99605 -0.76404
H: -0.16387 -2.02977 -0.82701
H: -0.25568 -2.00079 0.93770
H: 1.19753 -1.41668 0.11794
H: 1.10892 0.83776 1.27972
H: -0.40454 1.81848 1.19109
H: -0.30082 1.71478 -1.35805
H: 1.34186 0.64075 -1.33015

Number 1: calculated total energy -2396.93618 Ha. Number 2: calculated total energy -265.72022 Ha. Number 3: calculated total energy -4776.77491 Ha. Number 4: calculated total energy -159.57066 Ha. Number 5: calculated total energy -7807.43980 Ha. Number 6: calculated total energy -454.25124 Ha.